{
  "formula": "C56H125BF6FeN8O14S2",
  "method": "ωB97M-V/def2-TZVPD",
  "elements": ["Fe", "B", "H", "H", "H", "H", "C", "F", "F", "F", "S", "O", "O", "N", "S", "O", "O", "C", "F", "F", "F", "C", "O", "C", "C", "N", "C", "C", "O", "C", "H", "H", "H", "H", "H", "H", "H", "H", "H", "H", "H", "H", "H", "H", "H", "C", "O", "C", "C", "N", "C", "C", "O", "C", "H", "H", "H", "H", "H", "H", "H", "H", "H", "H", "H", "H", "H", "H", "H", "C", "O", "C", "C", "N", "C", "C", "O", "C", "H", "H", "H", "H", "H", "H", "H", "H", "H", "H", "H", "H", "H", "H", "H", "C", "C", "C", "C", "C", "C", "N", "O", "C", "C", "C", "H", "H", "H", "H", "H", "H", "H", "H", "H", "H", "H", "H", "H", "H", "H", "H", "H", "H", "H", "C", "C", "C", "C", "C", "C", "N", "O", "C", "C", "C", "H", "H", "H", "H", "H", "H", "H", "H", "H", "H", "H", "H", "H", "H", "H", "H", "H", "H", "H", "C", "C", "C", "C", "C", "C", "N", "O", "C", "C", "C", "H", "H", "H", "H", "H", "H", "H", "H", "H", "H", "H", "H", "H", "H", "H", "H", "H", "H", "H", "C", "C", "C", "C", "C", "C", "N", "O", "C", "C", "C", "H", "H", "H", "H", "H", "H", "H", "H", "H", "H", "H", "H", "H", "H", "H", "H", "H", "H", "H"],
  "positions_angstrom": [[-3.6043, -14.7833, 7.7209], [-4.1868, -16.7361, 8.3786], [-3.1395, -16.6841, 8.1240], [-4.6687, -16.3636, 7.4880], [-4.4668, -17.7517, 8.6116], [-4.4356, -16.0588, 9.1809], [-2.2822, -12.2349, 4.8767], [-1.5737, -11.1503, 4.5955], [-3.5488, -11.9456, 5.1499], [-2.3364, -13.0648, 3.8297], [-1.3853, -13.0846, 6.4071], [0.0620, -12.8744, 6.1994], [-1.9630, -12.3942, 7.5701], [-2.0548, -14.7047, 6.4595], [-1.2003, -15.6108, 5.5130], [-1.9734, -16.8081, 5.1689], [-0.4460, -14.9828, 4.4616], [0.0322, -16.3093, 6.7251], [0.9348, -16.9780, 6.0627], [0.5917, -15.2740, 7.3689], [-0.6272, -17.1030, 7.5634], [-1.5050, -15.6246, 10.1423], [-2.2892, -14.4758, 9.6250], [-3.1005, -13.9721, 10.6532], [-4.1599, -12.9968, 10.0599], [-4.9509, -13.6927, 9.0593], [-5.6898, -12.7196, 8.3079], [-6.1168, -13.3718, 6.9844], [-4.9586, -14.0033, 6.3934], [-5.2914, -14.7006, 5.1568], [-1.9516, -16.5937, 9.9199], [-1.2878, -15.4440, 11.1950], [-0.5598, -15.7385, 9.6115], [-2.4999, -13.2947, 11.2603], [-3.5690, -14.7782, 11.2179], [-3.6191, -12.1394, 9.6592], [-4.8372, -12.5231, 10.7706], [-5.6220, -14.1819, 9.6342], [-5.0490, -11.8530, 8.1454], [-6.5073, -12.2856, 8.8837], [-6.4563, -12.5325, 6.3774], [-6.9204, -14.0820, 7.1789], [-5.4150, -13.9402, 4.3856], [-6.1361, -15.3894, 5.1745], [-4.4590, -15.3160, 4.8156], [4.9963, -17.0243, 14.2622], [4.0132, -16.1606, 13.8567], [2.7127, -16.3779, 14.5088], [1.5618, -15.5861, 13.8824], [1.8192, -14.1815, 14.0895], [0.9901, -13.3400, 13.1887], [1.5776, -13.3893, 11.6704], [0.6763, -12.9454, 10.6540], [1.2724, -12.8609, 9.3157], [4.9651, -17.5833, 15.1974], [5.9609, -16.5461, 14.0915], [5.0476, -17.7242, 13.4282], [2.7891, -16.1550, 15.5730], [2.3836, -17.4165, 14.5435], [0.5479, -15.8331, 14.1972], [1.5798, -15.8800, 12.8330], [2.7949, -14.0062, 13.8962], [1.1055, -12.2956, 13.4788], [-0.0899, -13.4732, 13.1268], [1.6202, -14.4407, 11.3861], [2.5852, -12.9829, 11.5836], [2.2166, -12.3174, 9.2811], [0.6778, -12.3109, 8.5862], [1.4400, -13.8568, 8.9054], [-1.6944, -10.4328, 14.8080], [-2.9656, -10.1162, 14.1657], [-2.9272, -9.3240, 12.9862], [-2.0662, -9.9705, 11.8579], [-2.6323, -9.7795, 10.4913], [-1.7635, -10.1891, 9.4987], [-0.4794, -9.2559, 9.4102], [-0.5248, -7.8616, 9.5195], [-1.4508, -7.2433, 8.6429], [-1.1338, -11.0897, 14.1430], [-1.9103, -10.8886, 15.7743], [-1.1710, -9.4860, 14.9413], [-2.4888, -8.3461, 13.1849], [-3.9574, -9.2922, 12.6315], [-1.9458, -11.0353, 12.0576], [-1.1872, -9.3265, 11.8840], [-2.7371, -8.7774, 10.4199], [-2.3926, -10.0926, 8.6138], [-1.5033, -11.2397, 9.6272], [-0.0314, -9.4362, 8.4330], [0.3219, -9.5788, 10.0748], [-2.4490, -7.4429, 9.0326], [-1.5180, -7.7711, 7.6916], [-1.2950, -6.1836, 8.4405], [7.0330, -14.3957, 3.1842], [5.8189, -14.1105, 3.9479], [6.3290, -13.2098, 5.1404], [5.1670, -12.5174, 5.9015], [4.3158, -11.7043, 4.9610], [3.7894, -12.4616, 3.7501], [4.8883, -13.2466, 3.1546], [4.6845, -13.7493, 1.7974], [2.6552, -13.4532, 4.3259], [3.1585, -11.5218, 2.6925], [5.1067, -15.4139, 4.3543], [7.3648, -13.5063, 2.6487], [6.7216, -15.1356, 2.4469], [7.8630, -14.8376, 3.7356], [6.8138, -13.8611, 5.8676], [7.0880, -12.4936, 4.8256], [5.5337, -11.8752, 6.7022], [4.5664, -13.2846, 6.3903], [5.0299, -10.9184, 4.7149], [3.4819, -11.4100, 5.5982], [2.6308, -14.4699, 3.9337], [2.8526, -13.7479, 5.3566], [1.5920, -13.2163, 4.2860], [3.8978, -10.8975, 2.1907], [2.8012, -12.2314, 1.9462], [2.2489, -10.9577, 2.8987], [5.8770, -15.9403, 4.9179], [4.8486, -16.0522, 3.5093], [4.3692, -15.1356, 5.1071], [5.1838, -13.1825, 1.2050], [1.1155, -8.9176, 0.2962], [-0.3439, -9.3159, 0.5403], [-1.2467, -8.1237, 0.1934], [-1.4148, -7.8913, -1.3538], [-1.9365, -9.1866, -2.0498], [-0.9695, -10.3916, -1.7380], [-0.7975, -10.5039, -0.2402], [-0.1664, -11.7048, 0.1413], [-1.7761, -11.6538, -2.3341], [0.2045, -10.1141, -2.5735], [-0.6026, -9.5443, 2.1066], [1.1924, -8.1472, -0.4711], [1.6936, -9.7977, 0.0147], [1.5149, -8.4795, 1.2109], [-2.2633, -8.2439, 0.5676], [-0.7867, -7.2141, 0.5796], [-0.6276, -7.4321, -1.9519], [-2.1861, -7.1439, -1.5398], [-1.8176, -8.8878, -3.0912], [-2.9766, -9.4732, -1.8943], [-1.0449, -12.4470, -2.4897], [-2.6187, -11.9533, -1.7109], [-2.2803, -11.3888, -3.2634], [0.5645, -9.0925, -2.4512], [1.0594, -10.7677, -2.4004], [-0.1470, -10.2477, -3.5965], [-1.6658, -9.6678, 2.3126], [-0.4428, -8.6542, 2.7151], [0.0163, -10.3695, 2.4591], [-0.7661, -11.9963, 0.8319], [-4.5166, -11.3300, 0.5792], [-5.9188, -11.0936, 1.2377], [-6.7451, -10.0304, 0.4888], [-8.2252, -10.0592, 0.6816], [-8.8194, -11.3756, 0.5724], [-8.1041, -12.4791, 1.4314], [-6.6509, -12.4041, 1.2154], [-6.0582, -13.5047, 1.8539], [-8.4813, -12.3850, 2.8393], [-8.6376, -13.8338, 0.8244], [-5.6692, -10.5498, 2.7174], [-3.7479, -11.3256, 1.3519], [-4.4716, -10.4005, 0.0117], [-4.5604, -12.1585, -0.1278], [-6.4340, -9.0535, 0.8589], [-6.5078, -10.0626, -0.5745], [-8.7921, -9.4608, -0.0315], [-8.4247, -9.5966, 1.6482], [-8.8060, -11.7037, -0.4669], [-9.8075, -11.2682, 1.0199], [-8.0725, -13.1560, 3.4924], [-8.1300, -11.4109, 3.1796], [-9.5542, -12.4026, 3.0306], [-9.6609, -13.7292, 0.4640], [-8.0425, -13.9980, -0.0740], [-8.5689, -14.7636, 1.3891], [-5.4455, -11.4093, 3.3494], [-6.4956, -9.9062, 3.0188], [-4.7933, -9.9011, 2.7083], [-5.8469, -14.0080, 1.0642], [4.7791, -16.0131, 8.8946], [3.8726, -17.3164, 8.8305], [3.5560, -17.5989, 7.2941], [2.9857, -18.9736, 6.9586], [4.0979, -19.9222, 7.4548], [4.4348, -19.7957, 8.9696], [4.7524, -18.4366, 9.2575], [5.3609, -18.2517, 10.5225], [3.2642, -20.5447, 9.7845], [5.7582, -20.6377, 9.1851], [2.6318, -17.2075, 9.7410], [4.1601, -15.2600, 8.4070], [5.6541, -16.2430, 8.2866], [5.0511, -15.7467, 9.9159], [3.0018, -16.7770, 6.8408], [4.5228, -17.5829, 6.7910], [2.8316, -19.1238, 5.8900], [2.0259, -19.1989, 7.4236], [5.0156, -19.6865, 6.9159], [3.8272, -20.9369, 7.1630], [3.5841, -21.2928, 10.5098], [2.5896, -19.8683, 10.3093], [2.6630, -21.1176, 9.0785], [5.7418, -21.5495, 8.5879], [6.5817, -20.0746, 8.7461], [5.9389, -20.7951, 10.2484], [2.3624, -16.1534, 9.8062], [2.8721, -17.3775, 10.7906], [1.7019, -17.6515, 9.3857], [6.2955, -18.2661, 10.3037]],
  "forces_ev_per_a": [[-0.18, -1.28, 1.76], [-0.17, -0.49, 0.49], [4.59, 0.36, -0.94], [-2.48, 1.54, -4.08], [-0.94, -3.24, 0.59], [-0.74, 2.63, 3.20], [0.39, -0.99, -0.50], [-0.58, -0.62, 0.30], [0.35, 0.45, 0.66], [0.52, 0.38, 0.39], [1.46, 2.72, 0.55], [-3.60, -1.15, 0.32], [-0.30, -1.65, -1.35], [0.29, 4.24, 0.48], [1.30, -6.04, -2.89], [0.37, 2.10, 0.68], [-0.91, 0.36, 1.19], [-0.65, 1.03, -0.92], [0.13, -0.29, -0.06], [0.09, -0.70, 0.36], [0.37, 0.06, 0.33], [0.60, 0.15, -0.59], [0.20, -1.56, -0.98], [-1.32, 2.00, 0.50], [1.66, -0.23, 0.79], [0.68, 0.40, 0.28], [-0.21, 0.54, -1.44], [-0.17, 1.40, 0.97], [-0.78, -0.60, 0.31], [0.64, 0.12, -1.26], [-0.82, 0.27, 0.50], [-0.17, -0.13, -0.11], [0.03, 0.92, -0.05], [0.25, -0.50, 0.56], [0.08, -0.02, 0.15], [0.02, -0.17, -0.53], [0.19, -0.36, 0.60], [-0.08, -1.06, -0.38], [0.26, -0.14, -0.43], [-0.44, -0.35, -0.15], [-0.13, -0.43, -0.59], [0.10, -0.25, -0.37], [-0.33, 0.02, 0.01], [-0.27, 0.40, 0.75], [0.39, 0.15, 0.49], [1.87, -1.48, -1.99], [-3.72, 1.57, 1.05], [-0.09, -0.47, 0.60], [1.51, -0.20, -0.50], [-1.82, 0.72, -0.87], [2.06, 1.36, -2.10], [-1.20, -1.81, 0.31], [-0.05, 1.76, -1.09], [0.06, -0.15, 0.81], [-0.47, 0.55, 0.26], [0.08, 0.46, 0.82], [0.02, -1.08, 0.27], [0.27, 0.52, 0.12], [0.49, -0.49, -0.64], [0.24, -0.28, 0.72], [0.01, 0.06, -0.52], [0.16, 0.18, -0.02], [0.01, 0.05, 0.30], [0.06, -0.86, 0.45], [0.83, -0.47, 0.57], [-0.07, 0.45, 0.13], [0.28, -0.08, 0.59], [-0.72, -0.10, 0.60], [0.08, -0.11, 0.18], [-1.17, 0.97, -1.18], [0.18, -0.42, 0.49], [0.44, -1.43, -0.37], [-0.67, 1.45, -0.10], [-1.99, 0.22, 3.80], [1.34, 1.43, -1.43], [1.14, -1.65, -1.42], [-0.78, 0.89, 0.55], [-0.86, -1.21, -0.18], [0.27, -0.12, 0.29], [-0.03, -0.02, -0.25], [0.37, -0.07, 0.19], [-0.38, 0.30, 0.17], [-0.06, 0.39, 0.20], [0.44, 0.09, -0.06], [0.96, -1.04, 0.14], [-0.40, 0.17, -0.14], [0.64, -0.17, -0.72], [0.45, 0.11, -0.09], [-0.04, -0.42, -0.51], [-0.35, -0.02, 0.46], [-0.38, 0.71, 0.17], [0.60, -0.02, -0.45], [0.35, -0.18, 0.54], [0.62, -0.89, -2.16], [-1.57, 1.74, 1.00], [-1.58, -0.62, 0.95], [0.71, -1.14, -0.37], [0.74, -0.21, 0.62], [-1.69, -1.40, 0.43], [1.56, 1.28, -1.28], [-0.77, -0.36, 1.71], [0.00, -0.71, 0.01], [0.22, -1.44, -0.82], [1.66, 0.75, 1.38], [0.19, -0.01, 0.07], [0.49, -0.05, -0.43], [-0.20, 0.17, 0.35], [0.24, -0.24, -0.09], [-0.21, 0.04, -0.40], [0.16, 0.03, -0.01], [0.00, -0.19, 0.12], [-0.72, 0.67, -0.58], [-0.23, 0.80, -0.54], [0.49, 0.16, -1.04], [0.02, 0.66, 0.42], [0.19, 0.96, -0.13], [0.07, 0.15, 0.24], [0.04, 0.11, -0.42], [0.34, 0.10, 0.94], [0.04, -0.50, 0.12], [-0.56, 0.39, 0.10], [-0.46, -0.65, -0.51], [0.21, 0.35, 0.29], [-0.06, -0.14, 0.29], [-0.61, 0.19, 0.91], [0.33, 0.50, -2.23], [-1.78, -0.66, 0.53], [1.64, 0.67, 0.64], [-3.25, -0.28, 0.40], [-1.50, 1.23, -0.74], [0.51, 0.31, -0.07], [1.05, 0.91, 0.95], [1.69, -0.22, -0.69], [0.00, -0.05, -1.35], [0.05, -0.18, -0.16], [0.17, 0.12, 0.07], [0.23, -0.08, 0.00], [0.07, -0.08, 0.28], [-0.13, -0.05, 0.49], [0.75, -0.49, 0.57], [-0.34, 0.17, 0.48], [-0.27, -0.76, -0.35], [0.00, 0.34, 0.48], [-0.41, -0.30, -0.03], [0.39, -0.15, 0.51], [0.55, 0.22, -0.28], [0.00, -0.06, -0.08], [-0.04, -0.22, 0.00], [0.42, 0.07, -0.18], [-0.16, -0.82, -0.36], [0.83, 0.22, -0.35], [-0.20, 0.01, 0.24], [0.04, -0.44, 0.03], [-1.81, 1.36, 0.21], [0.17, -1.16, 1.91], [0.72, 0.15, -0.71], [0.09, 1.54, 0.52], [0.11, -2.15, 1.24], [-0.63, -1.21, -2.21], [-1.42, 1.37, -1.31], [0.79, 0.33, 0.18], [-0.43, 0.96, 2.15], [0.64, 0.46, -0.68], [0.06, -0.24, -1.49], [0.19, -0.49, -0.44], [1.02, -0.07, -0.25], [0.35, -0.05, 0.29], [0.52, 0.05, -0.19], [0.08, -0.15, -0.14], [0.51, 0.57, -0.13], [-0.28, -0.11, 0.28], [-0.36, -0.09, 0.01], [-0.43, -0.55, -0.65], [0.35, -0.10, -0.21], [-0.06, 0.02, 0.52], [-0.16, -0.05, -0.33], [-0.11, 0.10, 0.29], [0.01, -0.08, -0.22], [0.11, 0.34, 0.54], [-0.29, 0.18, 0.31], [-0.13, -0.44, 0.45], [0.14, 0.01, -0.05], [0.36, -0.57, 0.26], [-1.45, -1.50, -0.43], [0.85, -0.70, -0.02], [0.12, 0.57, 0.58], [0.98, -0.10, 0.91], [-0.44, 0.15, -0.11], [-0.18, -2.81, 0.12], [0.21, 0.83, -1.14], [-0.80, -0.01, 0.11], [0.21, 0.54, -0.40], [-0.69, 0.90, -0.49], [0.02, 1.70, -0.18], [0.31, 0.46, 0.13], [0.09, 0.28, 0.11], [-0.10, 0.02, -0.14], [-0.10, 0.12, 0.40], [0.17, 0.22, 0.04], [0.14, 0.25, -0.09], [-0.05, 0.07, 0.29], [0.05, 0.10, -0.17], [0.17, -0.24, 0.49], [0.49, 0.25, 0.08], [0.09, 0.14, -0.07], [-0.12, 0.11, -0.10], [-0.31, -0.28, 0.45], [0.15, 0.21, 0.14], [0.04, -0.26, -0.19], [-0.08, 0.49, -0.30], [-0.01, -0.79, -0.09], [0.28, -0.75, 0.12], [0.18, 0.10, 0.08]],
  "mulliken_spin": [4.19, 0.03, 0.10, 0.08, 0.01, 0.08, 0.01, 0.00, 0.00, 0.00, -0.01, 0.00, 0.09, 0.06, 0.03, 0.00, 0.01, 0.01, 0.00, 0.00, 0.00, 0.00, 0.04, 0.00, -0.01, 0.13, 0.00, 0.01, 0.10, 0.00, 0.00, 0.00, 0.00, 0.01, 0.00, 0.00, 0.00, 0.00, -0.01, 0.00, 0.00, 0.00, 0.01, 0.00, 0.00, 0.00, 0.00, 0.00, 0.00, 0.00, 0.00, 0.00, 0.00, 0.00, 0.00, 0.00, 0.00, 0.00, 0.00, 0.00, 0.00, 0.00, 0.00, 0.00, 0.00, 0.00, 0.00, 0.00, 0.00, 0.00, 0.00, 0.00, 0.00, 0.00, 0.00, 0.00, 0.00, 0.00, 0.00, 0.00, 0.00, 0.00, 0.00, 0.00, 0.00, 0.00, 0.00, 0.00, 0.00, 0.00, 0.00, 0.00, 0.00, 0.00, 0.00, 0.00, 0.00, 0.00, 0.00, 0.00, 0.00, 0.00, 0.00, 0.00, 0.00, 0.00, 0.00, 0.00, 0.00, 0.00, 0.00, 0.00, 0.00, 0.00, 0.00, 0.00, 0.00, 0.00, 0.00, 0.00, 0.00, 0.00, 0.00, 0.00, 0.00, 0.00, 0.00, 0.00, 0.00, 0.00, 0.00, 0.00, 0.00, 0.00, 0.00, 0.00, 0.00, 0.00, 0.00, 0.00, 0.00, 0.00, 0.00, 0.00, 0.00, 0.00, 0.00, 0.00, 0.00, 0.00, 0.00, 0.00, 0.00, 0.00, 0.00, 0.00, 0.00, 0.00, 0.00, 0.00, 0.00, 0.00, 0.00, 0.00, 0.00, 0.00, 0.00, 0.00, 0.00, 0.00, 0.00, 0.00, 0.00, 0.00, 0.00, 0.00, 0.00, 0.00, 0.00, 0.00, 0.00, 0.00, 0.00, 0.00, 0.00, 0.00, 0.00, 0.00, 0.00, 0.00, 0.00, 0.00, 0.00, 0.00, 0.00, 0.00, 0.00, 0.00, 0.00, 0.00, 0.00, 0.00, 0.00, 0.00, 0.00, 0.00, 0.00, 0.00, 0.00, 0.00, 0.00, 0.00, 0.00],
  "total_charge": 1,
  "homo_lumo_gap_ev": [6.791, 3.298],
  "spin_multiplicity": 6
}